(one)
{
  "formula": "C30H35N4OPd",
  "method": "ωB97M-V/def2-TZVPD",
  "symbols": ["Pd", "C", "N", "C", "C", "C", "C", "C", "C", "N", "C", "C", "C", "C", "C", "C", "N", "C", "C", "C", "C", "C", "N", "H", "H", "H", "H", "H", "H", "H", "H", "H", "H", "H", "H", "H", "H", "H", "H", "H", "H", "C", "C", "C", "C", "C", "C", "C", "C", "C", "C", "C", "C", "O", "H", "H", "H", "H", "H", "H", "H", "H", "H", "H", "H", "H", "H", "H", "H", "H", "H"],
  "coordinates": [[0.03053, 0.31764, 0.91293], [-0.45907, 1.93553, 3.32555], [0.28751, 0.68578, 3.06045], [1.75115, 0.83786, 3.22504], [2.49853, -0.22945, 2.45921], [3.65065, -0.81242, 2.95154], [4.32551, -1.73910, 2.16784], [3.81974, -2.06147, 0.91848], [2.65661, -1.44474, 0.49794], [2.01248, -0.54337, 1.24445], [-0.23947, -0.47340, 3.82817], [-0.99556, -1.49779, 3.01388], [-1.65961, -2.53678, 3.64993], [-2.31921, -3.48357, 2.88732], [-2.30650, -3.36909, 1.50190], [-1.63024, -2.31017, 0.93818], [-0.98688, -1.40116, 1.68282], [-1.77522, 1.97027, 2.58381], [-2.90614, 2.54000, 3.13791], [-4.06521, 2.61572, 2.37773], [-4.05972, 2.10828, 1.08795], [-2.89477, 1.54249, 0.60626], [-1.77307, 1.48078, 1.33140], [0.15405, 2.77036, 2.97915], [-0.61837, 2.07472, 4.39727], [2.03180, 0.82434, 4.28110], [2.03149, 1.81562, 2.82681], [4.01829, -0.54336, 3.93282], [5.23071, -2.20586, 2.53266], [4.31227, -2.78283, 0.28239], [2.21522, -1.67220, -0.46463], [-0.88828, -0.11060, 4.62820], [0.59728, -0.97848, 4.31544], [-1.65652, -2.59875, 4.73046], [-2.84210, -4.30095, 3.36560], [-2.81630, -4.08541, 0.87396], [-1.59533, -2.16156, -0.13411], [-2.87967, 2.92458, 4.14876], [-4.96060, 3.06093, 2.79051], [-4.94247, 2.14276, 0.46574], [-2.84704, 1.12181, -0.39064], [0.81344, -3.07160, -4.01372], [-0.09217, -2.03486, -3.32854], [-1.57854, -2.27918, -3.70816], [0.24054, -0.64415, -3.70454], [0.40513, -0.30175, -5.08502], [0.77052, 0.97267, -5.49336], [0.95355, 1.95815, -4.53955], [0.80122, 1.72021, -3.13464], [1.08659, 2.83364, -2.19020], [2.13909, 2.46676, -1.13136], [-0.22309, 3.33150, -1.53848], [0.36126, 0.40172, -2.69454], [0.09887, 0.14825, -1.49889], [0.56646, -4.05864, -3.62527], [1.86897, -2.88326, -3.81889], [0.65853, -3.10613, -5.09213], [0.00220, -2.12269, -2.24632], [-1.73168, -2.21061, -4.78550], [-2.24917, -1.57636, -3.21401], [-1.84008, -3.29206, -3.40211], [0.22909, -1.07044, -5.82779], [0.89881, 1.19643, -6.54396], [1.22101, 2.96110, -4.85273], [1.48861, 3.65902, -2.78007], [1.75931, 1.72809, -0.42333], [2.40413, 3.37035, -0.58347], [3.05031, 2.07229, -1.58112], [-0.63465, 2.58248, -0.86141], [-0.97828, 3.58781, -2.28122], [0.00359, 4.23429, -0.97185]],
  "total_charge": 3,
  "lumo_energy_ev": [-8.7, -12.5],
  "multiplicity": 5
}

(two)
{
  "formula": "C30H35N4OPd",
  "method": "ωB97M-V/def2-TZVPD",
  "symbols": ["Pd", "C", "N", "C", "C", "C", "C", "C", "C", "N", "C", "C", "C", "C", "C", "C", "N", "C", "C", "C", "C", "C", "N", "H", "H", "H", "H", "H", "H", "H", "H", "H", "H", "H", "H", "H", "H", "H", "H", "H", "H", "C", "C", "C", "C", "C", "C", "C", "C", "C", "C", "C", "C", "O", "H", "H", "H", "H", "H", "H", "H", "H", "H", "H", "H", "H", "H", "H", "H", "H", "H"],
  "coordinates": [[-0.14860, 0.04871, -0.15255], [1.16037, -2.69884, -0.57843], [0.88220, -1.85557, 0.62669], [-0.12658, -2.49443, 1.50492], [-1.45190, -2.49732, 0.81625], [-2.45837, -3.38800, 1.12609], [-3.64643, -3.33032, 0.40696], [-3.78155, -2.40668, -0.62219], [-2.73764, -1.54294, -0.88348], [-1.61791, -1.58458, -0.15056], [2.10210, -1.46558, 1.38246], [2.67815, -0.17078, 0.90456], [3.94678, 0.24352, 1.25906], [4.38982, 1.48849, 0.83564], [3.56122, 2.28663, 0.05473], [2.31326, 1.81299, -0.28010], [1.89707, 0.61518, 0.15936], [1.18362, -1.97130, -1.90073], [1.75059, -2.55982, -3.01476], [1.68235, -1.90024, -4.23332], [1.05429, -0.66304, -4.30723], [0.51732, -0.12721, -3.15783], [0.58171, -0.77992, -1.98222], [2.11099, -3.20827, -0.42862], [0.39186, -3.47006, -0.63082], [0.18753, -3.51627, 1.73482], [-0.18246, -1.95468, 2.44477], [-2.31017, -4.12684, 1.90498], [-4.45180, -4.01851, 0.63392], [-4.67566, -2.35888, -1.22955], [-2.78207, -0.81282, -1.68011], [1.84836, -1.37412, 2.43695], [2.84667, -2.25750, 1.29931], [4.57900, -0.40101, 1.85748], [5.38089, 1.83171, 1.10543], [3.87616, 3.25858, -0.30118], [1.63372, 2.38353, -0.90326], [2.23797, -3.52498, -2.93147], [2.11972, -2.34641, -5.11775], [0.98608, -0.11743, -5.23946], [0.02344, 0.83598, -3.15987], [-1.99349, 4.09828, -0.60805], [-3.09232, 3.03190, -0.72540], [-2.83694, 2.06950, -1.88963], [-3.37969, 2.35959, 0.60571], [-4.63121, 2.42468, 1.13656], [-4.90760, 1.89268, 2.42026], [-3.88672, 1.37701, 3.23029], [-2.58408, 1.35007, 2.80230], [-1.49616, 1.00743, 3.81103], [-0.06359, 0.89502, 3.28956], [-1.50597, 2.06720, 4.93610], [-2.35480, 1.70291, 1.41207], [-1.19636, 1.47716, 0.87443], [-1.94824, 4.68126, -1.52816], [-1.01162, 3.65378, -0.43776], [-2.19935, 4.78878, 0.20992], [-4.01638, 3.55015, -0.98401], [-1.89337, 1.53209, -1.77524], [-2.77161, 2.63103, -2.82185], [-3.64795, 1.34774, -1.99670], [-5.42519, 2.90602, 0.57775], [-5.91659, 1.95024, 2.81159], [-4.12415, 1.04258, 4.23288], [-1.78649, 0.05125, 4.25698], [0.27736, 1.82532, 2.83050], [0.05978, 0.10169, 2.55484], [0.59391, 0.68372, 4.13293], [-1.23102, 3.04789, 4.53810], [-0.78183, 1.79709, 5.70476], [-2.47934, 2.15850, 5.41319]],
  "total_charge": 3,
  "lumo_energy_ev": [-8.4, -12.8],
  "multiplicity": 5
}

Pick (one): it beats the second-best structure by 1.648 eV.

(one)
{
  "formula": "C9H35O8",
  "method": "ωB97M-V/def2-TZVPD",
  "symbols": ["O", "H", "H", "H", "O", "H", "H", "O", "H", "H", "O", "H", "H", "O", "H", "H", "C", "C", "C", "O", "H", "H", "H", "H", "H", "H", "H", "H", "C", "C", "C", "O", "H", "H", "H", "H", "H", "H", "H", "H", "C", "C", "C", "O", "H", "H", "H", "H", "H", "H", "H", "H"],
  "coordinates": [[1.16855, 0.15643, 0.17561], [0.90448, 0.91756, 0.80648], [2.15032, 0.13061, -0.01556], [0.59104, 0.15576, -0.64363], [-0.73800, -0.21609, -1.61093], [-1.20171, 0.47947, -2.09566], [-1.03122, -1.04425, -2.01490], [0.76514, 2.20649, 1.73462], [1.40828, 2.65779, 2.29218], [0.08805, 2.88767, 1.52157], [3.77551, 0.53699, 0.02404], [4.18593, 1.41058, -0.02161], [4.50752, -0.09334, -0.02104], [1.23652, 2.76588, -1.69473], [0.62583, 3.19093, -2.31014], [1.73088, 2.14036, -2.24009], [1.97989, -3.13306, -1.94025], [1.54140, -3.99440, -3.11452], [1.31444, -3.17296, -4.36128], [2.53875, -4.96936, -3.39369], [3.02837, -2.84195, -2.06089], [1.92309, -3.58826, -0.94930], [1.38540, -2.21143, -1.87376], [0.63219, -4.52519, -2.79546], [0.55486, -2.40949, -4.18650], [0.96423, -3.74643, -5.21715], [2.28011, -2.72467, -4.60753], [2.50698, -5.71154, -2.78810], [0.43195, -2.46729, 2.71376], [-0.86353, -1.96084, 3.32894], [-1.18035, -0.51645, 2.94419], [-1.91858, -2.78903, 2.78245], [0.35832, -2.42520, 1.62864], [0.59029, -3.46986, 3.10708], [1.25936, -1.82424, 3.02246], [-0.81954, -2.05948, 4.41402], [-0.46297, 0.18055, 3.38177], [-2.16103, -0.26740, 3.36792], [-1.33744, -0.33322, 1.88047], [-2.58848, -2.84756, 3.47361], [-2.48455, 2.47366, 0.24539], [-2.32551, 3.97920, 0.38654], [-3.59954, 4.65938, 0.91337], [-1.23286, 4.14262, 1.30332], [-3.31056, 2.23604, -0.43464], [-2.76379, 2.07364, 1.21685], [-1.60703, 2.07291, -0.26107], [-2.06036, 4.46867, -0.55824], [-3.41312, 5.71082, 1.11103], [-3.91280, 4.11854, 1.80726], [-4.37278, 4.51802, 0.15847], [-1.04191, 5.07239, 1.46860]],
  "total_charge": 1,
  "lumo_energy_ev": -2.8
}

(two)
{
  "formula": "C9H35O8",
  "method": "ωB97M-V/def2-TZVPD",
  "symbols": ["O", "H", "H", "H", "O", "H", "H", "O", "H", "H", "O", "H", "H", "O", "H", "H", "C", "C", "C", "O", "H", "H", "H", "H", "H", "H", "H", "H", "C", "C", "C", "O", "H", "H", "H", "H", "H", "H", "H", "H", "C", "C", "C", "O", "H", "H", "H", "H", "H", "H", "H", "H"],
  "coordinates": [[7.60315, -15.92787, 14.96251], [7.60440, -16.15949, 14.03087], [7.21439, -15.05053, 14.98976], [7.06979, -16.56570, 15.44240], [6.19572, -17.09591, 11.70410], [5.72126, -17.76327, 11.20836], [6.94802, -16.87784, 11.15390], [5.90680, -18.71090, 16.86805], [5.82509, -19.60821, 16.54495], [5.44317, -18.71422, 17.70547], [6.06970, -12.83347, 14.14848], [6.09817, -12.62378, 13.21497], [5.67552, -12.06217, 14.55580], [8.39092, -13.20017, 18.11064], [9.14030, -12.61374, 18.21441], [7.62819, -12.62263, 18.14119], [12.27818, -13.64824, 10.07920], [10.74389, -13.76422, 10.22533], [10.16109, -13.91019, 8.79516], [10.44611, -14.78293, 11.16023], [12.91957, -13.60744, 10.95957], [12.39267, -12.70291, 9.54878], [12.71723, -14.46178, 9.50171], [10.51877, -12.86491, 10.79862], [9.09775, -14.10346, 8.93676], [10.51190, -14.77439, 8.23108], [10.29582, -12.91316, 8.37578], [10.83237, -14.51588, 11.99754], [2.58080, -13.56115, 16.78233], [3.13698, -12.93571, 18.05496], [3.69327, -13.96382, 19.02981], [4.12222, -11.97509, 17.58599], [3.31062, -14.21106, 16.29955], [2.36327, -12.82625, 16.00728], [1.69176, -14.14015, 17.03225], [2.31914, -12.46252, 18.59840], [2.86788, -14.46638, 19.53405], [4.44021, -13.52340, 19.69027], [4.15256, -14.72048, 18.39371], [3.66384, -11.21696, 17.21623], [9.87448, -20.50885, 11.34485], [10.40003, -21.90316, 11.82317], [9.55495, -22.52395, 12.94013], [10.25468, -22.82355, 10.71173], [10.27037, -20.13592, 10.40023], [10.18061, -19.69890, 12.00693], [8.81256, -20.41716, 11.11675], [11.47612, -21.85547, 11.99005], [9.71696, -23.59814, 13.02938], [8.49831, -22.43845, 12.68655], [9.65674, -21.90397, 13.83083], [10.51560, -22.42978, 9.87599]],
  "total_charge": 1,
  "lumo_energy_ev": -3.7
}

Pick (one): it beats the second-best structure by 3.126 eV.

(one)
{
  "formula": "C15H21N",
  "method": "ωB97M-V/def2-TZVPD",
  "symbols": ["C", "C", "C", "N", "C", "C", "C", "C", "C", "C", "C", "C", "C", "C", "C", "C", "H", "H", "H", "H", "H", "H", "H", "H", "H", "H", "H", "H", "H", "H", "H", "H", "H", "H", "H", "H", "H"],
  "coordinates": [[3.23662, 0.58447, -1.34613], [2.34202, 0.06078, -2.21123], [1.32242, -0.98601, -2.10813], [-0.00933, -0.41387, -1.86193], [-0.74497, 0.16753, -2.99929], [-0.65613, 1.67317, -2.81452], [-1.14065, 2.03224, -1.31323], [-0.45762, 1.18366, -0.24950], [-0.53940, -0.25934, -0.50575], [0.24054, -1.08763, 0.59771], [-0.27636, -1.00217, 2.01405], [-1.53162, -1.51251, 2.30898], [-2.02725, -1.43868, 3.58508], [-1.26014, -0.97944, 4.67080], [0.01706, -0.54957, 4.42809], [0.52343, -0.48591, 3.04391], [3.95941, 1.28010, -1.83490], [3.28288, 0.52257, -0.26142], [2.29562, 0.59114, -3.21713], [1.36479, -1.56242, -2.99047], [1.63719, -1.69498, -1.32162], [-0.45260, -0.24027, -4.03416], [-1.65907, -0.22930, -2.67286], [-1.49591, 2.12471, -3.30513], [0.27397, 2.10647, -3.11530], [-0.76762, 3.10218, -1.15604], [-2.24022, 2.05655, -1.20450], [-0.85923, 1.45966, 0.72306], [0.62167, 1.43689, -0.30879], [-1.58114, -0.49075, -0.41559], [1.30341, -0.81635, 0.53394], [0.11439, -2.13417, 0.32061], [-2.13903, -2.07002, 1.54407], [-3.09882, -1.65287, 3.69990], [-1.68752, -0.62420, 5.62168], [0.54182, -0.11799, 5.31519], [1.54738, -0.03364, 2.84057]],
  "total_charge": 0,
  "lumo_energy_ev": 1.0,
  "smiles": "C=CCN1CCCC[C@@H]1Cc1ccccc1"
}

(two)
{
  "formula": "C15H21N",
  "method": "ωB97M-V/def2-TZVPD",
  "symbols": ["C", "C", "C", "N", "C", "C", "C", "C", "C", "C", "C", "C", "C", "C", "C", "C", "H", "H", "H", "H", "H", "H", "H", "H", "H", "H", "H", "H", "H", "H", "H", "H", "H", "H", "H", "H", "H"],
  "coordinates": [[0.03531, -0.80493, -4.85793], [-0.64745, -0.39758, -3.77507], [-0.04160, 0.09444, -2.47553], [-0.72257, -0.57304, -1.35829], [-0.94232, -2.02939, -1.38321], [0.39020, -2.74169, -1.12771], [0.99321, -2.32936, 0.18474], [0.96388, -0.83008, 0.36926], [-0.36203, -0.14675, 0.02783], [-0.28938, 1.36866, 0.31042], [-0.20589, 1.74983, 1.76029], [1.02959, 2.14285, 2.33108], [1.13273, 2.51822, 3.66038], [-0.01147, 2.52936, 4.47136], [-1.24764, 2.13579, 3.91879], [-1.36432, 1.71321, 2.59125], [1.09506, -0.89448, -4.88235], [-0.47706, -1.00877, -5.79574], [-1.72905, -0.28800, -3.88088], [-0.22380, 1.18447, -2.36123], [1.04482, -0.15512, -2.41912], [-1.35958, -2.35723, -2.32895], [-1.65488, -2.30935, -0.62433], [0.25291, -3.82386, -1.11520], [1.07735, -2.56518, -1.95716], [2.04135, -2.66161, 0.22220], [0.37025, -2.81894, 0.95271], [1.19955, -0.59734, 1.42510], [1.74463, -0.39197, -0.27620], [-1.11913, -0.54834, 0.73075], [0.55779, 1.80347, -0.22516], [-1.21510, 1.81293, -0.07793], [1.91239, 2.16909, 1.67815], [2.11870, 2.71304, 4.05919], [0.08850, 2.83447, 5.50266], [-2.11209, 2.12021, 4.56633], [-2.32286, 1.38297, 2.15950]],
  "total_charge": 0,
  "lumo_energy_ev": 1.0,
  "smiles": "C=CCN1CCCC[C@H]1Cc1ccccc1"
}

Pick (two): it beats the second-best structure by 2.031 eV.